Density functional theory data (wB97M-V/def2-TZVPD) for a gas-phase ion, C3H7NO3P (charge -1) at a distorted geometry.

Atoms and positions in Å:
H -1.817 1.873 -0.886
N -2.210 1.640 0.047
C -1.650 0.628 0.484
C -0.895 -0.346 -0.327
C 0.112 -1.254 0.340
O 1.162 -0.563 0.994
P 2.136 0.385 -0.057
O 1.861 -0.031 -1.459
O 3.538 0.422 0.438
H -1.682 0.195 1.551
H -1.752 -1.079 -0.764
H -0.322 0.249 -1.085
H -0.510 -1.826 1.076
H 0.483 -1.996 -0.308
H 1.548 1.702 -0.045

Atomic forces in eV per Å
-0.66 -0.48 0.32
-0.26 2.36 -0.19
1.09 -3.12 2.15
-0.29 -0.84 -2.50
-1.43 0.43 1.94
0.38 0.77 -0.82
0.44 0.12 -0.46
-0.33 -0.58 -0.27
-0.56 0.02 0.66
-0.88 1.31 -0.95
1.95 1.69 0.44
-0.83 -0.89 -0.16
0.81 0.32 0.23
0.54 -0.64 -1.21
0.04 -0.48 0.82

**Energy relative to the best compared isomer or geometry (same formula, charge and spin)**: 20.6 kcal/mol
**Electronic energy**: -740.4455 Eh
**HOMO energy**: -0.1931 Ha
**HOMO-LUMO gap**: 9.13 eV
**Total charge**: -1

=====

Density functional theory data (wB97M-V/def2-TZVPD) for a molecular structure, C31H39N11OSSr at a distorted geometry.

Atoms and positions in Å:
Sr 0.709 0.863 -0.072
C 0.465 2.716 -2.749
C 0.213 1.376 -3.462
C 1.486 0.576 -3.527
C 2.076 0.280 -4.754
C 3.301 -0.364 -4.781
C 3.907 -0.676 -3.573
C 3.244 -0.357 -2.399
N 2.052 0.239 -2.367
N 0.397 2.606 -1.297
C 1.363 3.461 -0.642
C 1.569 3.243 0.825
C 1.392 4.303 1.708
C 1.658 4.116 3.053
C 2.124 2.879 3.473
C 2.297 1.893 2.522
N 2.033 2.076 1.236
C -0.945 2.894 -0.845
C -1.151 2.930 0.632
C -1.877 3.984 1.177
C -2.113 4.003 2.538
C -1.581 2.988 3.320
C -0.884 1.980 2.686
N -0.704 1.936 1.375
H -0.257 3.459 -3.116
H 1.455 3.074 -3.040
H -0.141 1.577 -4.474
H -0.558 0.808 -2.932
H 1.587 0.556 -5.676
H 3.773 -0.607 -5.719
H 4.875 -1.150 -3.543
H 3.687 -0.569 -1.436
H 1.108 4.522 -0.797
H 2.334 3.287 -1.112
H 1.043 5.256 1.343
H 1.515 4.921 3.755
H 2.344 2.684 4.508
H 2.658 0.906 2.778
H -1.619 2.137 -1.261
H -1.281 3.866 -1.240
H -2.257 4.773 0.544
H -2.697 4.794 2.979
H -1.711 2.984 4.389
H -0.422 1.174 3.237
N -2.763 -4.921 1.690
C -2.384 -3.755 0.802
C -1.028 -3.254 1.269
C -1.092 -2.524 2.612
N 0.205 -1.914 2.851
C -2.154 -1.410 2.587
C -2.995 -1.308 1.309
N -2.310 -0.579 0.254
C -3.496 -2.701 0.867
H -2.064 -5.670 1.607
H -3.688 -5.303 1.457
H -2.770 -4.584 2.662
H -2.289 -4.152 -0.210
H -0.611 -2.542 0.552
H -0.332 -4.093 1.333
H -1.345 -3.249 3.416
H 0.949 -2.599 2.775
H 0.250 -1.498 3.775
H -1.625 -0.465 2.681
H -2.825 -1.511 3.440
H -3.878 -0.715 1.572
H -2.996 -0.167 -0.369
H -1.706 -1.180 -0.304
H -3.964 -2.599 -0.112
H -4.273 -3.014 1.567
O 1.014 -1.129 0.071
N 1.677 -2.261 0.117
C 2.906 -2.279 0.542
C 3.661 -1.145 0.959
N 4.306 -0.245 1.264
C 3.580 -3.525 0.592
N 4.120 -4.533 0.650
S 0.311 -2.943 -4.291
C -1.161 -2.095 -4.519
C -1.652 -1.676 -3.322
N -0.901 -2.006 -2.238
C 0.150 -2.674 -2.594
H -1.583 -1.968 -5.496
H -2.581 -1.148 -3.186
H 0.869 -3.058 -1.894

Atomic forces in eV per Å
-0.50 -3.80 -0.75
-0.09 0.07 -0.91
0.18 0.15 0.21
0.06 -0.14 -0.47
-0.05 -0.02 0.16
-0.07 0.03 0.27
-0.07 -0.03 -0.02
0.08 -0.08 -0.07
0.01 0.39 -0.07
-0.45 3.27 -2.69
0.74 1.14 -0.49
0.57 1.45 0.92
0.03 0.01 -0.08
0.15 -0.16 -0.07
-0.04 0.10 -0.07
0.24 -0.14 0.38
1.95 1.05 1.31
-1.04 0.49 -0.59
-1.16 0.92 0.48
-0.03 -0.11 -0.10
0.06 -0.19 0.04
-0.14 0.12 -0.09
-0.09 0.08 0.31
-1.31 0.63 1.52
0.08 0.01 0.12
-0.06 0.01 0.09
-0.09 -0.08 0.08
-0.10 0.00 -0.12
-0.10 0.06 -0.05
0.07 -0.01 -0.08
0.09 -0.06 0.05
0.10 -0.03 -0.04
0.08 -0.13 0.02
-0.05 0.04 -0.10
-0.03 0.08 -0.02
-0.01 0.11 0.09
0.07 -0.04 0.15
0.09 0.01 0.12
-0.06 -0.02 -0.14
0.06 -0.20 -0.01
0.00 0.04 -0.06
-0.04 0.15 0.10
-0.01 -0.04 0.17
-0.05 -0.07 0.19
0.01 -0.21 0.10
0.26 0.40 -0.40
-0.02 0.20 0.30
-0.19 -0.07 -0.07
0.21 0.03 0.21
-0.08 0.01 -0.09
-0.23 -0.20 0.31
0.30 0.24 -0.28
0.02 0.38 0.02
-0.21 0.10 0.12
0.21 0.07 0.10
-0.07 -0.31 -0.20
-0.06 -0.12 0.12
-0.15 -0.33 -0.10
0.16 -0.02 -0.12
0.01 0.12 -0.13
0.06 0.05 0.11
0.01 -0.18 0.01
-0.12 0.01 0.12
-0.05 0.01 0.08
0.09 -0.11 -0.08
0.04 -0.12 -0.08
-0.08 0.02 -0.20
-0.09 -0.11 0.04
-0.14 -0.07 0.06
2.32 -5.14 0.63
-0.58 0.09 -0.13
-0.60 0.42 -0.12
-0.08 0.33 0.04
0.01 0.24 0.07
-0.12 -0.37 -0.08
0.24 -0.43 0.02
-0.38 0.22 0.54
0.16 -0.04 0.05
-0.13 -0.10 -0.64
-0.16 0.04 0.62
0.37 -0.29 -0.51
-0.12 0.07 -0.19
-0.12 0.11 -0.03
0.21 -0.02 0.12

**Energy relative to the best compared isomer or geometry (same formula, charge and spin)**: 129.2 kcal/mol
**Electronic energy**: -2310.5977 Eh
**HOMO energy**: -0.5017 Ha
**HOMO-LUMO gap**: 8.85 eV
**Total charge**: +2

=====

Density functional theory data (wB97M-V/def2-TZVPD) for C21H30NO5P in the gas phase at a distorted geometry.

Atoms and positions in Å:
C 1.778 3.448 3.390
C 0.767 3.581 2.233
C 0.616 2.238 1.321
C -0.169 1.293 2.021
O -0.121 0.326 1.202
P -1.511 0.233 -0.086
O -2.632 1.091 0.242
C -0.546 0.784 -1.455
C -0.991 1.637 -2.484
C -0.471 2.143 -3.639
C 0.661 1.707 -3.753
N 1.552 2.068 -4.942
C 0.798 2.782 -5.882
C 2.730 1.206 -5.477
C 1.400 0.513 -3.034
C 0.568 0.208 -1.902
C -1.711 -1.756 -0.393
O -2.948 -1.753 -0.504
C -1.458 -2.450 0.789
C -0.114 -3.435 0.714
C 0.110 -4.208 1.698
O 1.081 -5.125 1.317
C 1.428 -6.022 2.464
C -0.267 -3.927 2.864
C -1.214 -2.872 3.338
C -1.504 -2.096 2.033
O -2.629 -1.012 2.130
C -3.076 -0.498 3.482
H 2.705 3.057 3.023
H 1.805 4.534 3.899
H 1.271 2.840 4.044
H -0.210 3.906 2.371
H 1.102 4.495 1.440
H 1.751 2.113 0.975
H 0.162 2.664 0.418
H -1.308 1.791 2.326
H 0.438 1.057 2.889
H -2.012 2.043 -2.125
H -0.920 3.049 -3.965
H 1.666 3.140 -6.711
H -0.153 2.568 -6.357
H 0.829 3.883 -5.463
H 3.203 1.744 -6.369
H 2.243 0.090 -5.788
H 3.429 1.282 -4.633
H 2.295 0.225 -3.111
H 1.243 -0.494 -1.225
H -1.230 -1.839 -1.291
H -3.667 -1.092 0.161
H 0.087 -3.675 -0.170
H 1.954 -5.427 3.220
H 2.045 -6.839 2.102
H 0.719 -6.498 3.096
H -0.169 -4.560 3.796
H -1.714 -2.659 4.380
H -2.260 -0.344 3.915
H -3.739 0.195 3.374
H -3.690 -1.350 4.089

Atomic forces in eV per Å
-1.83 4.34 -0.88
2.92 1.06 -4.59
4.16 8.21 -0.45
-1.73 4.03 3.74
-4.28 -8.06 -6.17
5.41 -1.07 2.30
-1.61 0.53 0.02
-1.80 1.79 -3.45
-6.28 0.94 5.13
-8.12 3.17 3.16
17.40 -7.55 -5.88
-1.06 -1.58 1.31
4.58 5.96 -2.35
-3.06 -0.33 0.15
-13.41 6.02 2.58
8.90 -4.11 0.28
2.82 5.39 3.43
-13.65 1.73 -1.10
10.64 -5.55 -0.46
-8.97 7.06 1.57
5.42 -3.32 -4.44
-0.21 -2.95 3.31
1.67 1.19 -0.84
-6.14 2.36 13.95
1.82 -0.06 -5.56
-6.27 2.32 7.86
0.75 -0.80 1.45
-2.91 -9.30 -3.51
0.60 0.01 0.13
0.62 -2.50 -0.99
-0.43 -1.74 2.06
-1.77 0.51 1.52
-0.34 -2.35 1.98
-2.42 -1.09 0.98
-0.33 -0.61 0.01
2.96 -1.50 -0.65
-0.64 -0.42 1.12
1.36 -0.20 -1.08
-0.19 0.17 -1.12
-2.65 -1.39 1.29
-0.11 -0.80 0.23
-1.32 -1.62 -0.60
-0.98 -0.87 1.23
1.96 2.80 0.93
0.10 -1.01 -0.53
6.67 -2.16 -1.06
-2.00 0.90 -0.80
1.74 -1.11 -2.09
3.96 -2.66 -2.36
2.29 -1.72 -7.29
0.51 0.03 -0.44
0.26 0.35 -0.37
-1.92 -0.19 -0.37
0.76 0.12 -1.53
1.51 -0.62 -2.51
6.50 2.09 4.25
-3.38 4.67 -1.09
1.51 1.53 -1.41

**Energy relative to the best compared isomer or geometry (same formula, charge and spin)**: 497.7 kcal/mol
**Electronic energy**: -1589.8145 Eh
**HOMO energy**: -0.2904 Ha
**HOMO-LUMO gap**: 7.99 eV

=====

Density functional theory data (wB97M-V/def2-TZVPD) for a molecular structure, C4H6N2 at a distorted geometry.

Atoms and positions in Å:
N 0.026 -1.697 -0.200
C -0.406 -0.361 -0.241
C 0.393 0.877 -0.876
C 0.685 1.014 0.525
C -1.598 -0.154 0.541
N -2.485 0.039 1.267
H 0.097 -2.156 0.700
H 0.551 -2.128 -0.942
H -0.228 1.647 -1.334
H 1.205 0.537 -1.514
H 1.599 0.619 0.952
H 0.160 1.764 1.119

Atomic forces in eV per Å
0.23 0.22 -0.09
1.68 1.86 1.49
-0.94 -1.22 -0.39
-0.63 -1.09 0.35
-0.65 0.80 0.27
0.67 -0.32 -0.86
0.01 0.23 -0.30
-0.06 0.38 -0.01
0.04 -0.31 -0.03
-0.22 0.00 -0.05
-0.12 -0.08 -0.19
-0.01 -0.46 -0.20

**Energy relative to the best compared isomer or geometry (same formula, charge and spin)**: 62.5 kcal/mol
**Electronic energy**: -265.4360 Eh
**HOMO energy**: -0.3041 Ha
**HOMO-LUMO gap**: 9.17 eV

=====

Density functional theory data (wB97M-V/def2-TZVPD) for a molecular structure, C27H23F6GeLiN2PSe.

Atoms and positions in Å:
Li 1.627 -2.643 -1.600
C 1.287 0.317 -3.364
N 1.457 0.891 -2.061
C 1.900 0.052 -0.909
Se 3.614 -0.913 -1.254
N 2.103 1.126 0.107
C 2.166 2.363 -0.508
C 2.516 3.598 -0.016
C 2.402 4.718 -0.860
C 1.950 4.574 -2.154
C 1.603 3.313 -2.668
C 1.721 2.209 -1.844
H 1.900 -0.584 -3.436
H 1.627 1.019 -4.130
H 0.244 0.050 -3.569
H 2.825 0.895 0.772
H 2.869 3.704 1.004
H 2.669 5.700 -0.483
H 1.856 5.446 -2.793
H 1.246 3.214 -3.685
F 1.438 -4.620 -1.339
P 0.961 -5.074 -2.845
F 1.385 -3.556 -3.329
F -0.526 -4.528 -2.525
F 0.553 -6.531 -2.300
F 0.510 -5.440 -4.345
F 2.454 -5.587 -3.153
C 0.868 -0.987 -0.590
Ge -0.387 -0.391 0.739
C 0.251 -0.060 2.600
C 0.283 -1.103 3.524
C 0.791 -0.925 4.806
C 1.277 0.314 5.195
C 1.261 1.366 4.286
C 0.761 1.174 3.007
C -1.787 -1.776 0.955
C -1.912 -2.752 -0.032
C -2.887 -3.739 0.052
C -3.760 -3.762 1.131
C -3.651 -2.796 2.124
C -2.672 -1.817 2.032
C -1.381 1.248 0.209
C -1.660 1.413 -1.150
C -2.339 2.527 -1.619
C -2.757 3.510 -0.731
C -2.499 3.360 0.622
C -1.822 2.236 1.082
H -0.093 -2.079 3.238
H 0.812 -1.759 5.499
H 1.676 0.459 6.193
H 1.650 2.338 4.571
H 0.789 1.995 2.298
H -1.222 -2.748 -0.869
H -2.945 -4.494 -0.723
H -4.520 -4.534 1.203
H -4.328 -2.808 2.972
H -2.593 -1.072 2.819
H -1.313 0.660 -1.851
H -2.527 2.636 -2.681
H -3.272 4.393 -1.095
H -2.817 4.123 1.325
H -1.632 2.137 2.147

Atomic forces in eV per Å
0.25 0.26 0.20
-0.11 0.00 -0.03
0.10 0.01 0.05
-0.19 0.00 0.01
0.04 -0.11 0.00
-0.11 0.02 -0.04
0.00 -0.01 -0.04
-0.01 -0.08 0.02
0.02 0.08 0.03
0.00 0.08 -0.06
-0.03 -0.05 -0.03
0.04 0.02 0.07
0.01 -0.01 -0.01
0.02 -0.01 0.02
0.02 0.01 0.00
0.06 -0.02 -0.01
0.00 0.00 0.00
0.00 -0.01 -0.01
0.01 0.00 0.02
0.00 -0.01 0.01
-0.08 -0.06 0.06
-0.07 -0.10 -0.09
-0.05 -0.05 -0.12
0.05 -0.01 0.02
0.01 0.02 -0.02
0.00 -0.02 0.01
-0.01 0.04 0.00
-0.18 0.09 -0.01
0.24 -0.03 0.00
-0.04 -0.08 -0.09
-0.03 -0.05 0.02
0.00 -0.02 0.01
0.01 0.03 0.00
0.01 0.01 0.06
0.02 0.09 -0.07
0.08 0.03 -0.03
0.04 -0.06 -0.05
0.02 -0.01 -0.01
-0.02 -0.01 0.01
-0.04 -0.04 0.00
-0.01 0.11 0.04
0.03 -0.11 -0.06
0.06 -0.01 -0.04
-0.01 0.04 -0.01
-0.01 0.02 -0.03
-0.01 0.04 0.02
-0.02 -0.01 0.15
0.01 0.01 0.00
0.00 0.01 0.00
0.00 0.00 0.00
0.00 -0.01 0.01
-0.02 -0.01 0.02
-0.04 0.00 0.05
-0.01 0.00 0.00
0.00 0.00 0.00
0.00 -0.01 -0.01
-0.01 -0.01 -0.01
0.00 0.01 0.01
0.00 0.00 0.01
0.00 -0.01 0.00
0.00 0.00 -0.01
0.00 0.01 -0.03

**Electronic energy**: -6578.9150 Eh
**HOMO energy (spin up / spin down)**: -0.0297 / -0.0402 Ha
**Multiplicity**: 2
**HOMO-LUMO gap (spin up / spin down)**: 5.40 / 5.69 eV
**Total charge**: -2

=====

Density functional theory data (wB97M-V/def2-TZVPD) for 5 unconnected molecules or ions with the total composition C2H13NO5 at a distorted geometry.

Atoms and positions in Å:
C 3.210 1.067 -0.766
N 1.959 0.498 -1.197
C 1.142 0.652 -2.251
O 1.432 1.487 -3.087
H 3.495 1.666 -1.729
H 3.954 0.286 -0.776
H 3.143 1.523 0.249
H 1.570 -0.235 -0.577
H 0.178 0.203 -2.144
O 0.333 -0.846 2.181
H 0.081 -1.395 2.902
H 0.714 -0.014 2.588
O -2.670 0.684 3.857
H -2.501 1.364 3.251
H -2.502 -0.153 3.415
O -1.995 -2.920 -1.081
H -2.282 -2.665 -0.274
H -1.076 -2.738 -1.162
O -2.183 0.026 0.630
H -2.633 0.814 0.238
H -1.299 0.085 0.508

Atomic forces in eV per Å
0.32 0.82 -2.91
-1.94 -3.42 2.92
2.18 3.45 -0.09
-0.68 -0.43 -1.07
-0.23 -0.03 2.40
0.33 -0.35 0.41
0.09 0.20 -1.15
0.64 0.70 -0.26
-0.75 -0.98 -0.20
1.06 2.23 -0.50
-0.28 -0.62 0.96
-0.74 -1.55 -0.56
-0.37 -1.51 1.80
0.40 1.27 -1.55
-0.02 0.24 -0.33
0.24 -1.68 -4.15
-1.22 1.47 4.00
0.98 0.25 0.14
-5.19 0.52 0.33
0.85 -1.07 0.39
4.32 0.50 -0.58

**Energy relative to the best compared isomer or geometry (same formula, charge and spin)**: 54.3 kcal/mol
**Electronic energy**: -514.9099 Eh
**HOMO energy**: -0.3625 Ha
**HOMO-LUMO gap**: 9.78 eV

=====

Q: Number 2 is which compound?
A: C31H39N11OSSr